Record 1
# C17H34F6N6O4PSTa

A molecular structure, C17H34F6N6O4PSTa at a distorted geometry (ωB97M-V/def2-TZVPD, OMol25).

The geometry in XYZ format:
```
70
Properties=species:S:1:pos:R:3:lowdin_charge:R:1
C -1.618 -3.073 -2.849 -0.376
H 3.246 4.755 1.175 0.091
H 1.110 3.685 4.253 0.087
C 1.543 0.655 -4.779 -0.115
H 2.910 -1.051 3.991 0.088
C 2.058 -0.459 3.663 -0.092
H 1.358 -0.375 4.503 0.087
C 0.465 2.806 4.094 -0.083
H 1.562 -0.990 2.847 0.052
H -4.248 -3.606 0.462 0.143
C 0.684 0.247 -3.587 -0.282
F -2.342 -4.579 -1.108 0.160
H 1.871 -1.357 -2.927 0.098
H -0.091 0.904 -6.097 0.176
C -4.929 -2.752 2.351 -0.007
C -4.607 -1.805 3.330 -0.014
H 4.675 2.155 1.121 0.088
N -3.012 -2.124 1.172 -0.163
C -3.061 -2.618 -3.161 -0.560
C -2.662 -1.203 2.087 -0.559
N 2.647 2.773 1.341 -0.291
H 3.998 3.102 -0.215 0.084
H 1.771 4.533 2.119 0.063
C -4.109 -2.900 1.267 0.025
C -0.451 3.142 1.837 -0.108
F -1.969 -5.422 -3.082 0.181
H 1.933 -0.203 -5.324 0.140
H -0.545 3.081 4.392 0.090
P 1.684 1.616 2.000 0.444
O -2.197 -2.298 0.131 -0.307
O -1.065 -2.170 -1.960 -0.296
H -0.087 4.168 1.683 0.079
S -1.211 -0.303 1.733 0.771
F -3.012 -1.375 -3.683 0.151
F -3.836 -2.561 -2.077 0.174
H 0.296 1.128 -3.076 0.109
N 2.529 0.842 3.185 -0.290
O 1.158 0.688 0.967 -0.429
H 2.983 2.108 4.851 0.079
C -1.575 -4.485 -2.208 -0.541
H 1.250 1.739 -6.573 0.180
C 3.773 2.335 0.527 -0.097
H -1.435 3.205 2.300 0.088
H 0.328 2.294 -5.320 0.180
H -0.184 -0.318 -3.927 0.095
H 2.108 0.072 -2.149 0.092
O -0.963 0.591 -1.210 -0.474
H -1.254 -3.883 -4.819 0.110
Ta -0.751 -0.974 -0.569 1.647
H 3.511 1.416 0.006 0.062
H -5.251 -1.683 4.189 0.128
H -0.904 -2.166 -4.678 0.078
H 2.373 1.296 -4.488 0.140
N 0.424 2.362 2.705 -0.312
H -5.808 -3.372 2.439 0.127
C 2.759 4.112 1.908 -0.084
F -0.299 -4.744 -1.856 0.161
H -3.195 -0.296 3.941 0.123
H 0.199 -3.377 -3.963 0.104
N 0.704 1.450 -5.758 0.204
F -3.641 -3.417 -4.056 0.193
C -3.475 -1.033 3.202 -0.042
H 4.098 2.211 3.473 0.068
H 3.351 4.152 2.826 0.081
H 0.804 2.002 4.745 0.071
H 4.120 0.800 4.517 0.093
N 1.413 -0.518 -2.594 0.020
C -0.839 -3.122 -4.163 0.035
H -0.539 2.648 0.866 0.067
C 3.467 1.538 4.053 -0.085
```

Values from the calculation:
Total charge = +2
E_LUMO = -6.21 eV
E_tot = -2693.05844 hartree
Relative energy (zero: lowest compared OMol25 entry of this formula, charge and spin) = 67.24 kcal per mole

---

Record 2
# C5H24NO8

7 unconnected molecules or ions with the total composition C5H24NO8 at a distorted geometry (ωB97M-V/def2-TZVPD, OMol25).

The geometry in XYZ format:
```
38
Properties=species:S:1:pos:R:3:lowdin_charge:R:1
H 4.551 0.651 -2.227 0.019
H 1.792 0.355 -1.530 0.057
H 4.014 -0.166 -1.151 -0.064
H 2.322 -2.398 -0.955 0.154
H -0.081 1.860 -0.774 -0.001
H -1.860 0.539 1.860 0.087
O -4.254 -1.141 -1.428 -0.151
H 2.500 -1.458 1.367 0.117
H 1.900 2.202 1.542 0.070
O 2.222 -0.489 -1.578 -0.110
H -1.390 0.973 3.562 0.091
H -3.358 -0.727 -1.821 0.027
C 1.588 -1.447 -0.751 -0.223
H -1.728 -2.190 -2.445 0.052
H -2.667 -0.141 -0.207 0.053
O -1.989 -0.022 -1.458 -0.305
H 0.697 -1.676 -1.303 0.087
H 0.202 0.768 0.785 0.106
O 4.804 0.067 -1.531 -0.032
H -4.715 -0.408 -1.114 -0.035
O -0.379 2.010 2.169 -0.153
O -3.161 0.137 0.828 -0.305
H -1.640 -1.262 -3.380 -0.031
H 0.636 -0.255 3.424 0.091
H -0.667 0.885 -1.822 0.001
O -0.174 1.757 -1.723 -0.101
H -3.818 -0.715 0.805 0.086
C 2.055 1.153 1.784 -0.053
H 2.026 1.388 2.760 0.027
N 0.100 -0.208 2.572 -0.025
C 1.533 -1.250 0.821 -0.092
H 2.936 0.938 1.255 0.053
O -1.611 -2.191 -3.445 -0.085
H 0.756 -1.909 1.173 0.083
H -2.150 0.868 -1.599 -0.043
H -0.933 2.564 1.561 0.116
C -0.990 0.789 2.600 -0.251
C 0.929 0.151 1.373 -0.319
```

Values from the calculation:
Total charge = -1
E_LUMO = 3.09 eV
E_tot = -861.49630 hartree
Relative energy (zero: lowest compared OMol25 entry of this formula, charge and spin) = 91.18 kcal per mole

---

Record 3
# BrH2IO2Si

A molecular structure, BrH2IO2Si at a distorted geometry (ωB97M-V/def2-TZVPD, OMol25).

The geometry in XYZ format:
```
7
Properties=species:S:1:pos:R:3:mulliken_spin:R:1
Br 1.574 -0.772 -2.160 1.048
H 0.395 -1.032 1.785 0.004
Si 0.092 0.346 0.105 0.729
O 0.548 -0.188 1.508 0.016
H -1.246 -0.744 -1.196 -0.016
O -1.299 -0.384 -0.274 0.028
I -0.064 2.773 0.231 0.192
```

Values from the calculation:
E_LUMO (spin up / spin down) = 0.39 / -4.53 eV
E_tot = -3312.89407 hartree
⟨S²⟩ = 2.0052
Multiplicity = 3
Relative energy (zero: lowest compared OMol25 entry of this formula, charge and spin) = 5.10 kcal per mole

---

Record 4
# C4H7NO2

C4H7NO2 in the gas phase at a distorted geometry (ωB97M-V/def2-TZVPD, OMol25).

The geometry in XYZ format:
```
14
Properties=species:S:1:pos:R:3:lowdin_charge:R:1
H -0.738 1.118 2.539 0.133
O 0.980 0.467 2.038 -0.037
C 1.296 -0.851 -0.584 -0.020
C -1.163 -0.853 -0.884 -0.229
C -0.395 1.141 0.125 -0.131
H 1.152 -1.539 -1.373 0.064
C -0.078 1.060 1.617 -0.132
H 1.583 -1.309 0.318 0.058
H 2.063 -0.078 -0.794 0.102
H -1.143 -1.632 -1.717 0.151
H -1.500 1.215 0.087 0.121
O -2.325 -0.449 -0.580 -0.059
N -0.008 -0.121 -0.467 -0.140
H 0.275 1.831 -0.325 0.120
```

Values from the calculation:
E_LUMO = 0.50 eV
E_tot = -361.77642 hartree
Relative energy (zero: lowest compared OMol25 entry of this formula, charge and spin) = 65.54 kcal per mole
SMILES = CN(C=O)CC=O

---

Record 5
# C24H20ClMnNP

A molecular structure, C24H20ClMnNP at a distorted geometry (ωB97M-V/def2-TZVPD, OMol25).

The geometry in XYZ format:
```
48
Properties=species:S:1:pos:R:3:mulliken_spin:R:1
C 1.324 2.013 -0.093 0.109
H 0.578 -6.060 -1.823 0.000
C -0.077 -2.438 -3.032 0.004
C -4.120 -4.190 1.085 0.000
H -5.182 1.444 -1.547 0.000
H -4.028 -5.089 3.045 0.000
C -5.019 -0.019 -3.135 0.002
H -0.293 -1.439 -3.406 0.002
C -0.029 2.076 -0.728 -0.295
C -2.284 -2.713 0.506 -0.026
H -5.060 -4.676 0.814 0.000
H -1.050 1.049 -2.423 -0.007
H -3.961 -3.148 -0.786 0.000
Mn 0.073 0.200 0.175 4.240
C -1.720 -2.938 1.770 0.004
C -0.326 -4.158 -1.362 0.016
H -4.610 -1.598 -4.552 0.000
H 1.749 3.031 -0.044 -0.001
H -0.754 2.793 -0.415 0.000
C 1.296 1.513 1.334 -0.106
C -0.186 1.132 -1.763 -0.034
C 0.931 -4.603 -3.378 0.005
C 0.409 -5.037 -2.158 -0.003
C -4.628 0.588 -1.937 0.000
H -1.885 -3.970 3.654 0.000
C -3.496 -3.331 0.178 -0.005
H -3.238 0.559 -0.301 0.000
C -2.339 -3.794 2.678 0.003
H -0.718 -4.500 -0.408 0.000
Cl -1.660 0.560 1.608 0.087
H -5.878 0.364 -3.684 0.000
H -0.800 -2.432 2.046 0.012
N 1.658 1.460 2.477 0.147
H 1.111 -2.945 -4.758 0.000
C -3.209 -1.609 -2.912 0.002
C -2.802 -1.007 -1.716 -0.025
C 1.945 0.925 -0.953 -0.139
P -1.412 -1.636 -0.691 0.024
H 1.518 -5.283 -3.994 0.000
C -3.530 0.095 -1.241 0.010
C 0.697 -3.295 -3.811 -0.008
H 1.279 -0.300 -2.672 0.013
C -4.307 -1.118 -3.619 0.000
H 2.976 0.615 -0.820 0.002
C -0.576 -2.847 -1.786 -0.021
C 1.071 0.412 -1.889 -0.013
H -2.677 -2.473 -3.302 0.001
C -3.541 -4.420 2.334 -0.001
```

Values from the calculation:
E_LUMO (spin up / spin down) = 0.20 / 0.18 eV
E_tot = -2933.78717 hartree
⟨S²⟩ = 6.3615
Multiplicity = 5

---

Record 6
# C3H9NO2

2 unconnected molecules or ions with the total composition C3H9NO2 at a distorted geometry (ωB97M-V/def2-TZVPD, OMol25).

The geometry in XYZ format:
```
15
Properties=species:S:1:pos:R:3:lowdin_charge:R:1
H 0.071 2.366 -0.341 0.081
H 1.637 -0.167 0.110 0.077
C -0.625 -1.732 1.626 -0.443
O -1.095 -1.671 0.411 0.024
H -0.451 0.383 -1.845 0.122
H 1.868 1.028 -1.177 0.081
C -0.537 1.486 -0.127 -0.098
H -1.569 1.724 -0.358 0.086
H 1.583 -0.686 -1.571 0.087
H -0.761 -0.882 -0.199 0.055
C 1.325 0.123 -0.893 -0.100
O 0.321 -1.116 2.059 0.016
H -0.466 1.263 0.932 0.080
H -1.183 -2.443 2.267 0.133
N -0.118 0.322 -0.895 -0.198
```

Values from the calculation:
E_LUMO = 0.88 eV
E_tot = -324.94155 hartree
Relative energy (zero: lowest compared OMol25 entry of this formula, charge and spin) = 19.49 kcal per mole
SMILES = O=CO.CNC

---

Record 7
# C2H6NS

2 unconnected molecules or ions with the total composition C2H6NS at a distorted geometry (ωB97M-V/def2-TZVPD, OMol25).

The geometry in XYZ format:
```
10
Properties=species:S:1:pos:R:3:lowdin_charge:R:1
H 0.884 -0.966 1.648 0.161
H 2.808 0.742 -0.109 0.127
N 1.122 -0.604 -0.521 0.204
H -3.360 1.098 0.004 -0.216
H -3.697 -0.793 -0.284 -0.213
C 1.159 -0.480 0.735 0.130
H 0.843 -1.159 -1.314 0.193
H 1.164 1.551 -0.143 0.126
S -2.656 -0.026 0.012 0.463
C 1.733 0.637 -0.028 0.024
```

Values from the calculation:
Total charge = +1
E_LUMO = -5.72 eV
E_tot = -532.37297 hartree
Relative energy (zero: lowest compared OMol25 entry of this formula, charge and spin) = 48.62 kcal per mole

---

> What is the E_tot in the seventh record?

-532.37297 hartree

---

> Look up the E_tot of the seventh one.

-532.37297 hartree